Record 1
The following is a quantum chemistry calculation of a 2-piece molecular cluster, C3H4BrNS overall in a non-equilibrium geometry, from the OMol25 dataset.

Its charge is 0. The molar mass comes out at 166.0 Da. For the electronic energy, the calculation gives -85539.11103 eV. The calculation puts the HOMO-LUMO gap at 7.91 eV.

```
10
Properties=species:S:1:pos:R:3:forces:R:3
C -1.5537 -1.2813 0.2190 1.8 -1.7 -2.1
C 1.8797 -1.0606 -2.0725 0.6 -0.3 -0.2
C -1.8100 0.3565 1.9790 0.1 -2.2 -0.6
N -1.7566 -0.6175 1.1767 -0.4 1.2 1.7
S 2.1599 -2.6624 -1.9893 0.0 1.2 0.1
Br -2.4827 -2.7715 -0.2867 -0.9 -0.5 -0.3
H 0.8642 -0.7538 -2.4095 0.9 0.3 0.4
H 2.7047 -0.2818 -1.8678 -1.5 -1.2 -0.3
H -2.1174 1.2142 1.5823 -1.5 3.6 -1.2
H -1.6276 0.2540 2.9756 0.9 -0.4 2.5
```
Positions in Å, forces in eV/Å.

Record 2
The following is a quantum chemistry calculation of C2H5BCl2O2 as an isolated structure in a non-equilibrium geometry, from the OMol25 dataset.

Its charge is 0. The molar mass comes out at 142.8 Da. For the electronic energy, the calculation gives -31972.05340 eV. The calculation puts the HOMO-LUMO gap at 8.61 eV.

```
12
Properties=species:S:1:pos:R:3:forces:R:3
B 0.1640 0.5017 -1.4139 -4.1 -2.0 4.4
C -0.9529 -1.0780 0.7516 2.4 -3.2 -0.8
C -1.3890 -0.1515 -0.2485 1.2 2.1 -3.3
O 0.9462 0.8795 -0.4601 3.3 1.8 1.7
O 0.0945 0.2816 -2.6541 -3.4 0.0 0.0
Cl -2.6096 -0.9341 -1.2368 -0.8 0.0 -0.6
Cl -2.0224 1.3141 0.5489 -0.3 0.3 0.0
H -0.1436 -0.6374 1.2263 1.7 0.9 1.2
H -1.5897 -1.4098 1.5384 -1.1 -0.3 0.1
H -0.4495 -1.9678 0.1865 -1.2 1.1 1.1
H 1.8145 1.3430 -0.5028 -1.0 -0.6 -0.4
H 0.6415 0.1696 -3.3423 3.2 -0.3 -3.5
```
Positions in Å, forces in eV/Å.

Record 3
The following is a quantum chemistry calculation of a 2-piece molecular cluster, C4H12NO2 overall in a non-equilibrium geometry, from the OMol25 dataset.

Its charge is -1. The molar mass comes out at 106.1 Da. For the electronic energy, the calculation gives -9927.43711 eV. The calculation puts the HOMO-LUMO gap at 6.80 eV.

```
19
Properties=species:S:1:pos:R:3:forces:R:3
C -0.6123 0.5474 1.4443 0.9 1.5 0.1
C 0.3360 -0.4523 0.7580 -0.9 -0.6 1.0
C 1.7792 0.0260 0.9043 0.4 0.7 -1.0
N -0.1612 -0.7812 -0.5702 0.4 0.3 -0.7
C 0.2613 0.2211 -1.6724 1.8 -0.6 0.3
O 1.5211 0.0788 -2.0992 -0.2 -0.4 -0.1
H -0.7961 1.4269 0.8064 -0.5 -0.7 -0.4
H -0.0708 1.1216 2.2095 0.1 -0.7 0.6
H -1.5290 0.1531 1.8694 -0.1 -0.1 -0.3
H 0.2114 -1.3925 1.3164 0.3 0.1 0.1
H 1.7970 1.1181 0.7864 0.0 -0.1 0.2
H 2.4097 -0.2906 0.0709 -0.2 -0.4 0.1
H 2.2432 -0.2222 1.8566 -0.2 -0.1 0.2
H 0.2636 -1.6505 -0.8796 0.1 0.0 0.0
H 0.1988 1.1875 -1.1358 -1.1 0.3 -0.3
H -0.4751 0.0093 -2.4746 -0.4 0.6 0.2
H -2.7915 0.2715 -1.3812 0.0 -0.1 0.0
H -1.7966 -0.7756 -0.8445 -0.3 0.1 0.3
O -2.7888 -0.5963 -0.9647 0.0 0.0 -0.1
```
Positions in Å, forces in eV/Å.

Record 4
The following is a quantum chemistry calculation of one molecule with the formula C3H7NO2, from the OMol25 dataset.

Its charge is 0. The molar mass comes out at 89.1 Da. For the electronic energy, the calculation gives -8810.07755 eV. The calculation puts the HOMO-LUMO gap at 10.44 eV. As for the structure (SMILES): C[C@@H](O)C(N)=O.

```
13
Properties=species:S:1:pos:R:3:forces:R:3
C -1.6560 0.2748 -0.0336 0.0 0.0 0.1
C -0.2920 -0.1778 0.4760 -0.3 0.1 0.1
O -0.0502 -1.5691 0.2964 0.0 -0.1 -0.2
C 0.8357 0.6767 -0.1301 0.1 0.1 0.0
N 2.0446 0.0513 -0.1384 0.0 0.1 -0.1
O 0.6471 1.8083 -0.5443 0.1 -0.5 0.2
H -1.9102 1.2419 0.4078 0.0 -0.1 -0.1
H -2.4226 -0.4505 0.2562 0.2 0.1 0.0
H -1.6664 0.3951 -1.1209 0.1 0.0 0.1
H -0.2598 -0.0535 1.5654 0.1 0.1 -0.2
H -0.2325 -1.7929 -0.6258 0.0 0.0 0.1
H 2.1306 -0.9045 0.1698 -0.1 0.1 -0.1
H 2.8317 0.5002 -0.5786 -0.1 0.0 0.1
```
Positions in Å, forces in eV/Å.

Record 5
The following is a quantum chemistry calculation of one molecule with the formula C24H33N5O2S, from the OMol25 dataset.

Its charge is 0. The molar mass comes out at 455.6 Da. For the electronic energy, the calculation gives -47805.91495 eV. The calculation puts the HOMO-LUMO gap at 8.32 eV. As for the structure (SMILES): CCN1CCN(CCCNC(=O)CCCn2nc(C)c3sc4ccccc4c3c2=O)CC1.

```
65
Properties=species:S:1:pos:R:3:forces:R:3
C 0.4258 2.5002 -2.7873 0.1 0.1 0.3
C 0.8093 3.3707 -1.5862 0.0 0.0 -0.2
N 1.5561 2.7233 -0.5255 0.1 -0.1 0.1
C 2.8005 2.1187 -0.9499 0.2 0.1 0.2
C 3.6214 1.7622 0.2852 0.1 0.0 -0.3
N 2.8860 0.8171 1.1091 -0.1 0.3 0.0
C 3.6779 0.3307 2.2349 0.3 -0.1 0.0
C 4.5860 -0.8348 1.8253 -0.3 0.0 0.1
C 3.7957 -2.1157 1.5778 0.1 -0.2 0.0
N 2.7931 -1.8883 0.5599 0.2 0.2 0.1
C 1.9942 -2.8672 0.0992 -0.2 0.5 -0.3
O 2.1373 -4.0408 0.3795 0.0 -0.4 0.1
C 0.8869 -2.3405 -0.8083 -0.1 -0.5 0.0
C 0.0535 -3.4686 -1.4043 -0.1 0.3 0.0
C -1.1536 -2.9396 -2.1787 0.5 -0.3 -0.3
N -2.1047 -2.2940 -1.2904 -0.1 0.5 0.0
N -2.8562 -3.1328 -0.5929 -0.4 -0.7 0.4
C -3.7156 -2.7077 0.2782 0.2 0.0 -0.2
C -4.5267 -3.7061 1.0307 0.0 0.0 0.0
C -3.8604 -1.3119 0.4839 0.3 0.7 -0.3
S -4.9414 -0.5283 1.6009 0.2 0.0 -0.2
C -4.3694 1.0397 1.0798 0.2 -0.3 -0.2
C -4.7999 2.2680 1.5544 0.0 0.1 0.0
C -4.2400 3.4100 1.0162 -0.1 0.0 0.1
C -3.2720 3.3309 0.0162 0.1 0.0 -0.1
C -2.8415 2.1113 -0.4580 0.0 0.0 -0.1
C -3.3845 0.9445 0.0783 -0.2 0.2 0.2
C -3.0984 -0.4191 -0.2479 -0.3 -0.6 0.3
C -2.1284 -0.9099 -1.2037 -0.3 -0.2 0.2
O -1.3814 -0.2208 -1.8824 0.2 0.3 -0.1
C 1.6185 1.4097 1.5057 -0.3 0.0 -0.1
C 0.8031 1.7719 0.2649 0.1 0.0 0.3
H -0.1138 1.6102 -2.4757 -0.1 -0.1 0.0
H 1.3113 2.1931 -3.3390 0.1 -0.1 -0.1
H -0.2102 3.0722 -3.4588 -0.1 0.0 -0.1
H -0.0950 3.7816 -1.1286 0.0 0.1 0.0
H 1.4189 4.2124 -1.9336 -0.1 0.0 0.0
H 3.3524 2.8372 -1.5599 0.0 0.0 0.0
H 2.6377 1.2012 -1.5415 0.0 0.0 0.0
H 4.5661 1.3093 -0.0220 0.0 0.0 0.0
H 3.8415 2.6850 0.8486 0.0 -0.1 0.0
H 2.9927 -0.0196 3.0112 0.0 0.0 0.0
H 4.2859 1.1413 2.6682 -0.1 0.0 0.0
H 5.1375 -0.5722 0.9223 0.1 0.0 0.0
H 5.3093 -1.0165 2.6213 0.1 0.0 0.0
H 4.4568 -2.9252 1.2517 0.0 0.1 0.1
H 3.3123 -2.4445 2.5080 0.1 0.0 0.0
H 2.5777 -0.9033 0.4073 -0.1 -0.1 -0.1
H 1.3262 -1.7314 -1.6006 0.0 0.1 0.0
H 0.2542 -1.6870 -0.2015 0.0 0.1 0.0
H 0.6741 -4.0633 -2.0747 0.0 -0.1 0.0
H -0.2910 -4.1244 -0.6028 0.0 -0.1 -0.1
H -0.8444 -2.1933 -2.9134 -0.1 -0.1 0.0
H -1.6712 -3.7643 -2.6717 0.0 0.1 0.0
H -4.2521 -4.7084 0.7181 0.0 -0.1 0.0
H -5.5873 -3.5421 0.8451 -0.1 -0.1 0.0
H -4.3534 -3.5967 2.1002 0.0 -0.1 0.1
H -5.5548 2.3236 2.3232 -0.1 0.1 0.1
H -4.5614 4.3770 1.3728 0.0 0.1 0.0
H -2.8587 4.2409 -0.3926 0.0 0.1 0.0
H -2.1021 2.0310 -1.2378 0.1 0.0 -0.1
H 1.0640 0.6848 2.1079 0.0 0.0 0.0
H 1.7737 2.3217 2.1060 0.0 -0.1 0.0
H -0.1369 2.2341 0.5757 0.0 0.0 0.0
H 0.5693 0.8528 -0.2980 -0.1 0.0 0.0
```
Positions in Å, forces in eV/Å.

Record 6
The following is a quantum chemistry calculation of a 2-piece molecular cluster, C6H5Cl3N2 overall in a non-equilibrium geometry, from the OMol25 dataset.

Its charge is 0. The molar mass comes out at 211.5 Da. For the electronic energy, the calculation gives -46846.48590 eV. The calculation puts the HOMO-LUMO gap (spin up / spin down) at 7.28 / 7.29 eV.

```
16
Properties=species:S:1:pos:R:3:forces:R:3
C 1.4719 -0.9829 2.0158 -0.1 0.0 0.0
C -1.5254 -0.7612 -0.3808 -0.3 0.5 -0.1
C -1.3633 0.5431 -0.1230 -1.5 -1.2 0.9
C -0.2399 -1.3442 -0.7888 0.6 3.2 0.2
C 0.7089 -0.1644 -0.6914 -0.6 -0.2 0.3
C 0.3292 2.1972 -0.2828 2.9 1.5 0.0
N 1.2538 -2.0869 1.7749 0.3 0.6 0.4
N -0.0259 0.9181 -0.3370 1.1 1.7 -0.8
Cl -2.8552 -1.7671 -0.0073 0.0 0.4 -0.1
Cl -2.4736 1.5474 0.7258 0.4 -0.1 -0.5
Cl 2.1345 0.0098 -1.6794 -0.9 0.0 0.6
H -0.0514 -2.1013 -0.1396 0.9 -2.4 1.9
H -0.1322 -1.6768 -1.7466 -0.4 -1.3 -2.8
H -0.2916 3.0744 -0.2706 -1.0 -0.7 0.3
H 1.6411 0.0638 2.2584 0.0 -0.7 -0.2
H 1.4192 2.5310 -0.3276 -1.5 -1.3 -0.2
```
Positions in Å, forces in eV/Å.

Number 6 is which compound? C6H5Cl3N2

Among the records above, which one has the highest molar mass? C24H33N5O2S